[1]
Density functional theory data (ωB97M-V/def2-TZVPD) for a structure of composition C39H31Co2O8P.

Its LUMO energy is -0.142 hartree. Its relative energy (zero: lowest compared OMol25 entry of this formula, charge and spin) is 1.72 kcal/mol. The multiplicity is 1. Its HOMO energy is -0.224 Ha. Its strongest force on any atom is 4.310 eV/A. As for the HOMO-LUMO gap: 2.22 eV. As for the charge: 0.

Each line ends with the Löwdin charge.
Element x y z (Å)
C (-3.0187, -1.1295, 0.5657)  -0.017
C (-2.5519, -0.0992, -0.4157)  -0.455
C (-1.4709, 0.8073, -0.0638)  -0.091
C (-1.4231, 2.0705, -0.8329)  -0.210
C (-0.5076, 3.0979, -0.1802)  -0.170
C (-1.0058, 3.1729, 1.2413)  -0.159
O (-0.6898, 1.9426, 1.9519)  0.001
C (-0.8271, 0.7626, 1.2831)  -0.453
O (-0.4383, -0.2712, 1.8100)  0.049
O (-3.1147, 0.0089, -1.5297)  -0.036
H (-2.2621, -1.3233, 1.3297)  0.062
H (-3.9564, -0.7624, 1.0136)  0.094
H (-3.2035, -2.0470, -0.0021)  0.082
H (-1.1869, 1.8633, -1.8792)  0.086
H (-2.4340, 2.5099, -0.8006)  0.130
H (0.5512, 2.8201, -0.2567)  0.117
H (-0.6470, 4.0571, -0.6812)  0.116
H (-0.5617, 3.9707, 1.8405)  0.122
H (-2.0994, 3.2959, 1.2438)  0.131
O (5.9997, -5.3923, -4.0056)  0.138
C (4.9563, -5.2621, -3.5127)  -0.185
Co (3.5204, -5.4446, -2.5140)  0.106
C (3.1567, -7.0416, -3.1202)  -0.177
O (3.1224, -8.1306, -3.5086)  0.138
C (4.2770, -5.8755, -1.0072)  -0.131
O (4.8196, -6.2386, -0.0499)  0.136
C (2.0898, -4.0301, -2.6212)  -0.172
C (2.5037, -2.7300, -2.7980)  -0.168
C (2.7614, -1.5658, -2.1292)  0.055
C (4.0102, -0.9049, -2.4956)  -0.190
C (4.8770, -0.2640, -1.5775)  -0.004
C (6.2214, -0.0815, -1.8993)  -0.064
C (6.6924, -0.4186, -3.1748)  -0.053
C (5.7951, -0.8181, -4.1724)  -0.054
C (4.4641, -0.9900, -3.8325)  -0.064
Co (2.6844, -3.7990, -4.3136)  -0.017
C (4.1561, -3.4226, -5.2295)  -0.195
O (5.0106, -3.2721, -6.0080)  0.143
C (2.3879, -5.3849, -5.0843)  -0.174
O (2.2135, -6.2520, -5.8331)  0.156
P (1.5417, -2.5515, -5.7988)  1.129
C (2.1159, -1.8290, -7.3854)  -0.331
C (2.0412, -0.4680, -7.7354)  -0.088
C (2.7603, 0.0207, -8.8285)  -0.066
C (3.3245, -0.8761, -9.7379)  -0.073
C (3.2072, -2.2542, -9.5183)  -0.069
C (2.6430, -2.7300, -8.3312)  -0.095
C (-0.0019, -3.4215, -6.2954)  -0.327
C (-0.6419, -3.1289, -7.5101)  -0.068
C (-1.7815, -3.8396, -7.8949)  -0.067
C (-2.2957, -4.8425, -7.0653)  -0.071
C (-1.6793, -5.1234, -5.8420)  -0.063
C (-0.5337, -4.4195, -5.4604)  -0.105
C (0.9648, -1.0338, -4.9827)  -0.337
C (-0.2309, -1.1032, -4.2517)  -0.050
C (-0.4130, -0.2374, -3.1776)  -0.029
C (0.6025, 0.6542, -2.8222)  -0.085
C (1.5962, 0.9610, -3.7515)  -0.062
C (1.7867, 0.1049, -4.8321)  -0.138
H (1.1598, -4.2783, -2.0976)  0.114
H (2.1994, -1.2647, -1.2376)  0.147
H (4.4878, -0.0152, -0.5891)  0.123
H (6.9107, 0.3222, -1.1518)  0.112
H (7.7536, -0.3374, -3.4129)  0.111
H (6.1394, -0.9663, -5.2009)  0.115
H (3.7378, -1.1912, -4.6225)  0.063
H (1.4443, 0.2408, -7.1583)  0.103
H (2.8662, 1.1003, -8.9634)  0.112
H (3.8488, -0.5006, -10.6177)  0.108
H (3.5809, -2.9609, -10.2594)  0.109
H (2.6050, -3.8043, -8.1410)  0.115
H (-0.2369, -2.3572, -8.1655)  0.106
H (-2.2582, -3.6139, -8.8521)  0.109
H (-3.1746, -5.4103, -7.3765)  0.108
H (-2.0781, -5.8999, -5.1871)  0.111
H (-0.0559, -4.6582, -4.5070)  0.090
H (-0.9996, -1.8348, -4.4987)  0.112
H (-1.3589, -0.2842, -2.6367)  0.088
H (0.6468, 1.0867, -1.8218)  0.094
H (2.2460, 1.8265, -3.6029)  0.121
H (2.6053, 0.3252, -5.5223)  0.100

Force components x, y, z for each atom (eV/Å):
C 0.0 -0.3 0.0
C 1.0 0.6 -0.5
C -0.4 -0.5 1.3
C -0.3 0.4 -0.2
C -0.4 -0.1 -0.4
C 0.2 -0.5 0.6
O 0.4 0.3 -0.2
C -0.5 -0.9 -1.1
O -0.1 0.9 0.1
O 0.1 0.0 0.7
H -0.4 0.1 -0.1
H 0.3 -0.3 -0.1
H -0.2 0.1 0.2
H -0.2 0.3 0.0
H 0.1 0.0 -0.5
H -0.1 0.1 0.3
H 0.1 0.1 0.1
H 0.0 -0.1 -0.1
H 0.2 0.1 0.0
O -2.1 0.1 0.5
C 3.3 0.4 0.3
Co 0.0 1.1 -1.5
C -1.6 -3.6 -0.5
O 0.4 1.8 0.6
C 1.7 -0.6 2.6
O -1.3 0.7 -2.0
C -2.1 2.8 0.8
C -0.8 -1.9 1.0
C 1.3 1.0 0.4
C -0.3 0.3 -0.3
C -0.1 -0.5 0.3
C -0.3 0.1 0.1
C -0.1 0.0 -0.1
C 0.1 0.5 0.3
C 0.1 -0.6 -0.5
Co 1.7 -1.1 -1.7
C 3.0 0.4 -3.1
O -2.2 -0.3 2.2
C -0.9 -1.4 -2.7
O 0.4 1.5 1.9
P -1.9 0.9 -0.3
C 0.4 -0.7 -0.7
C 0.3 0.1 0.2
C -0.2 -0.4 -0.2
C 0.1 -0.1 0.2
C -0.1 0.1 0.1
C 0.3 0.5 -0.1
C -0.1 -0.3 -0.1
C -0.1 -0.2 0.1
C 0.1 0.0 0.2
C 0.2 0.1 0.0
C 0.1 0.2 -0.2
C -0.2 0.1 -0.2
C -0.1 0.2 0.2
C 0.5 0.4 0.1
C -0.1 -0.3 0.1
C 0.2 0.2 0.0
C -0.1 -0.4 0.1
C -0.1 0.0 0.1
H 0.5 -0.3 0.5
H 0.1 -0.1 -0.3
H 0.3 -0.2 -0.1
H -0.3 -0.2 -0.3
H -0.3 0.1 0.1
H -0.2 0.1 0.4
H 0.5 -0.1 0.6
H 0.4 -0.4 -0.1
H -0.3 -0.4 -0.1
H -0.1 -0.1 0.2
H -0.1 0.2 0.2
H 0.1 0.2 0.0
H -0.1 -0.2 0.2
H 0.1 -0.1 0.3
H 0.3 0.2 0.1
H 0.1 0.2 -0.2
H -0.1 0.1 -0.3
H 0.3 0.1 0.2
H 0.3 0.0 0.2
H -0.4 0.2 -0.5
H 0.0 -0.4 0.0
H -0.2 -0.3 0.4

=====

[2]
Density functional theory data (ωB97M-V/def2-TZVPD) for a structure of composition C21H21BrFNOPt.

Its LUMO energy (alpha / beta) is -0.338 / -0.339 hartree. Its relative energy (zero: lowest compared OMol25 entry of this formula, charge and spin) is 35.85 kcal/mol. The multiplicity is 1. Its HOMO energy (alpha / beta) is -0.525 / -0.525 Ha. Its strongest force on any atom is 1.599 eV/A. As for the HOMO-LUMO gap (alpha / beta): 5.08 / 5.07 eV. As for the charge: +2.

Each line ends with the Löwdin charge.
Element x y z (Å)
Pt (-0.0357, -0.1700, 0.2785)  1.115
O (-0.1968, 0.4712, -2.1492)  -0.131
C (-1.0844, 1.5633, -2.3677)  -0.218
C (-0.4622, 2.9153, -2.0000)  -0.135
C (0.2638, 2.8759, -0.6432)  -0.138
C (-0.6728, 2.8739, 0.5272)  -0.269
C (-1.2980, 4.0381, 0.9680)  0.026
C (-2.1537, 3.9811, 2.0523)  0.000
C (-2.3663, 2.7680, 2.6960)  -0.011
C (-1.7082, 1.6528, 2.2109)  -0.135
N (-0.8960, 1.7219, 1.1577)  -0.016
H (0.5841, 0.5966, -2.7091)  0.125
H (-1.9669, 1.3475, -1.7587)  0.121
H (-1.3845, 1.5707, -3.4197)  0.139
H (-1.2505, 3.6699, -1.9775)  0.131
H (0.2592, 3.2125, -2.7655)  0.128
H (0.9227, 3.7407, -0.5790)  0.135
H (0.8973, 1.9760, -0.5829)  0.080
H (-1.1025, 4.9672, 0.4555)  0.136
H (-2.6392, 4.8791, 2.4010)  0.130
H (-3.0149, 2.6948, 3.5531)  0.124
H (-1.8269, 0.6879, 2.6886)  0.111
Br (-4.5638, -5.1073, 0.0012)  0.825
C (-3.3262, -3.6777, -0.0316)  -0.658
C (-2.0097, -3.9131, -0.4440)  -0.100
C (-1.1155, -2.8620, -0.4800)  -0.095
C (-1.5111, -1.5769, -0.0795)  -0.201
C (-2.8387, -1.3531, 0.3139)  -0.093
C (-3.7422, -2.3961, 0.3484)  -0.101
H (-1.7012, -4.9084, -0.7267)  0.118
H (-0.1063, -3.0557, -0.8260)  0.115
H (-3.1848, -0.3668, 0.5997)  0.101
H (-4.7596, -2.2336, 0.6712)  0.117
F (-0.7035, -0.8824, 6.0005)  0.167
C (-0.0567, -0.8096, 4.8480)  -0.195
C (0.6001, 0.3790, 4.5056)  0.047
C (1.2335, 0.4696, 3.2928)  0.005
C (1.2407, -0.6281, 2.3805)  -0.341
C (1.9629, -0.5679, 1.1440)  0.004
C (0.5650, -1.8269, 2.7800)  0.012
C (-0.0741, -1.9134, 3.9902)  0.057
H (0.6097, 1.1960, 5.2114)  0.146
H (1.7584, 1.3759, 3.0257)  0.139
H (2.2836, -1.5118, 0.7122)  0.099
H (2.6673, 0.2475, 1.0215)  0.104
H (0.6007, -2.6887, 2.1305)  0.132
H (-0.5775, -2.8159, 4.3000)  0.146

Force components x, y, z for each atom (eV/Å):
Pt -0.1 0.3 -0.4
O 0.6 -0.6 0.4
C -0.5 0.7 0.0
C 0.2 -0.5 0.1
C -0.1 0.1 -0.1
C 0.0 0.6 0.0
C 0.1 -0.3 0.0
C 0.1 0.1 -0.1
C 0.3 -0.2 -0.1
C -0.6 0.5 0.7
N -0.4 -1.2 -0.5
H -0.1 -0.2 0.1
H 0.1 0.0 -0.1
H -0.1 -0.1 0.1
H 0.0 0.0 -0.1
H -0.1 0.0 0.0
H 0.1 0.0 0.1
H 0.1 0.3 -0.1
H 0.0 0.1 0.0
H -0.1 0.1 0.0
H -0.1 0.0 0.1
H 0.0 0.0 -0.1
Br 0.3 0.3 0.0
C 0.0 0.1 0.0
C -1.0 0.1 0.2
C 0.9 1.3 0.1
C -0.5 -0.9 0.8
C 1.1 1.0 0.0
C 0.2 -1.0 -0.4
H 0.1 0.0 -0.1
H 0.1 0.0 0.0
H 0.1 0.0 0.1
H 0.0 0.1 0.0
F 0.6 0.1 -0.8
C -0.3 -0.2 0.1
C 0.3 0.3 -0.1
C -0.2 0.1 0.3
C 0.1 -0.1 -0.7
C -0.4 -1.1 1.0
C 0.0 0.0 0.1
C -0.1 -0.1 0.0
H 0.0 0.1 0.0
H 0.0 0.1 0.0
H -0.1 0.0 -0.2
H -0.3 0.3 -0.4
H -0.1 -0.1 -0.1
H 0.0 -0.1 0.0

=====

[3]
Density functional theory data (ωB97M-V/def2-TZVPD) for a structure of composition C30H32NOS4Ti.

Its LUMO energy is -0.114 hartree. Its relative energy (zero: lowest compared OMol25 entry of this formula, charge and spin) is 0.00 kcal/mol. The multiplicity is 1. Its HOMO energy is -0.385 Ha. Its strongest force on any atom is 0.322 eV/A. As for the HOMO-LUMO gap: 7.37 eV. As for the charge: +1.

Each line ends with the Löwdin charge.
Element x y z (Å)
Ti (0.8444, -1.3360, -0.6085)  0.353
C (4.2657, 0.0193, 1.6559)  -0.124
C (3.1273, -0.8348, 1.1486)  -0.752
S (3.1538, -1.2377, -0.5660)  0.683
C (2.1317, -1.2654, 1.9620)  -0.709
C (2.0106, -0.8522, 3.4016)  -0.091
S (0.8955, -2.3934, 1.4145)  0.758
H (4.9653, 0.2383, 0.8520)  0.066
H (4.8128, -0.4978, 2.4458)  0.090
H (3.9112, 0.9676, 2.0649)  0.070
H (2.9130, -0.3664, 3.7666)  0.076
H (1.8052, -1.7206, 4.0289)  0.082
H (1.1751, -0.1576, 3.5228)  0.067
O (0.7354, 0.6257, -0.3714)  -0.633
S (1.8061, 1.7161, -0.1490)  1.066
C (2.2067, 2.3410, -1.8150)  -0.242
C (1.0838, 2.2116, -2.7954)  -0.276
C (0.1006, 3.1903, -2.9141)  -0.044
C (-0.9433, 3.0272, -3.8130)  -0.064
C (-1.0081, 1.8893, -4.6060)  -0.072
C (-0.0206, 0.9185, -4.5064)  -0.080
C (1.0197, 1.0800, -3.6030)  -0.074
C (0.7622, 3.0412, 0.4849)  -0.254
C (0.2350, 2.6408, 1.8330)  -0.282
C (0.9271, 2.9881, 2.9888)  -0.040
C (0.4494, 2.6013, 4.2321)  -0.071
C (-0.7185, 1.8575, 4.3249)  -0.076
C (-1.4075, 1.5014, 3.1730)  -0.063
C (-0.9337, 1.8913, 1.9302)  -0.035
H (3.0690, 1.7448, -2.1131)  0.096
H (2.5329, 3.3707, -1.6553)  0.112
H (0.1641, 4.1002, -2.3287)  0.116
H (-1.6949, 3.7997, -3.9092)  0.111
H (-1.8150, 1.7700, -5.3170)  0.112
H (-0.0555, 0.0378, -5.1341)  0.112
H (1.7981, 0.3282, -3.5342)  0.099
H (-0.0319, 3.1966, -0.2453)  0.096
H (1.4014, 3.9247, 0.5402)  0.114
H (1.8357, 3.5757, 2.9194)  0.120
H (0.9858, 2.8855, 5.1274)  0.113
H (-1.0938, 1.5593, 5.2948)  0.112
H (-2.3208, 0.9248, 3.2434)  0.105
H (-1.4728, 1.6205, 1.0295)  0.104
S (0.6097, -2.1908, -2.7122)  0.690
C (0.5446, -3.6161, -1.6465)  -0.716
C (1.7024, -4.3621, -1.3875)  -0.127
C (1.6547, -5.4249, -0.5090)  -0.060
C (0.4632, -5.7476, 0.1350)  -0.063
C (-0.6927, -5.0306, -0.1305)  -0.081
C (-0.6588, -3.9705, -1.0265)  -0.149
H (2.6277, -4.0889, -1.8762)  0.107
H (2.5507, -5.9969, -0.3096)  0.117
H (0.4368, -6.5714, 0.8357)  0.114
H (-1.6230, -5.2979, 0.3530)  0.115
H (-1.5606, -3.4259, -1.2713)  0.104
C (-5.4282, 0.6050, -0.1268)  -0.027
C (-4.0308, 0.0783, -0.2435)  -0.246
C (-3.2039, 0.4360, -1.3066)  0.004
C (-1.9159, -0.0520, -1.3684)  -0.119
N (-1.3998, -0.8676, -0.4376)  -0.050
C (-2.1873, -1.2164, 0.5845)  -0.134
C (-3.4907, -0.7743, 0.7131)  -0.008
H (-5.8613, 0.7976, -1.1068)  0.087
H (-5.4242, 1.5474, 0.4252)  0.096
H (-6.0695, -0.0908, 0.4113)  0.087
H (-3.5612, 1.0882, -2.0928)  0.122
H (-1.2662, 0.2170, -2.1926)  0.087
H (-1.7429, -1.8667, 1.3270)  0.079
H (-4.0810, -1.1011, 1.5593)  0.124

Force components x, y, z for each atom (eV/Å):
Ti 0.1 -0.1 0.3
C 0.0 0.0 0.0
C 0.0 0.0 0.0
S 0.0 0.0 0.0
C 0.0 0.0 0.0
C 0.0 0.0 0.0
S 0.0 0.0 0.0
H 0.0 0.0 0.0
H 0.0 0.0 0.0
H 0.0 0.0 0.0
H 0.0 0.0 0.0
H 0.0 0.0 0.0
H 0.0 0.0 0.0
O 0.1 0.1 -0.1
S -0.1 0.0 0.0
C 0.0 0.0 0.0
C 0.0 0.0 0.0
C 0.0 0.0 0.0
C 0.0 0.0 0.0
C 0.0 0.0 0.0
C 0.0 0.0 0.0
C 0.0 0.0 0.0
C 0.0 0.0 0.0
C 0.0 0.0 0.0
C 0.0 0.0 0.0
C 0.0 0.0 0.0
C 0.0 0.0 0.0
C 0.0 0.0 0.0
C 0.0 0.0 0.0
H 0.0 0.0 0.0
H 0.0 0.0 0.0
H 0.0 0.0 0.0
H 0.0 0.0 0.0
H 0.0 0.0 0.0
H 0.0 0.0 0.0
H 0.0 0.0 0.0
H 0.0 0.0 0.0
H 0.0 0.0 0.0
H 0.0 0.0 0.0
H 0.0 0.0 0.0
H 0.0 0.0 0.0
H 0.0 0.0 0.0
H 0.0 0.0 0.0
S 0.0 0.0 0.0
C 0.0 0.1 -0.1
C 0.0 0.0 0.0
C 0.0 0.0 0.0
C 0.0 0.0 0.0
C 0.0 0.0 0.0
C 0.0 0.0 0.0
H 0.0 0.0 0.0
H 0.0 0.0 0.0
H 0.0 0.0 0.0
H 0.0 0.0 0.0
H 0.0 0.0 0.0
C 0.0 0.0 0.0
C 0.0 0.0 0.0
C 0.0 0.0 0.0
C 0.0 0.0 0.0
N 0.0 0.0 0.0
C 0.0 0.0 0.0
C 0.0 0.0 0.0
H 0.0 0.0 0.0
H 0.0 0.0 0.0
H 0.0 0.0 0.0
H 0.0 0.0 0.0
H 0.0 0.0 0.0
H 0.0 0.0 0.0
H 0.0 0.0 0.0

=====

[4]
Density functional theory data (ωB97M-V/def2-TZVPD) for a structure of composition C5H12O9P2.

Its LUMO energy is 0.018 hartree. Its relative energy (zero: lowest compared OMol25 entry of this formula, charge and spin) is 16.06 kcal/mol. The multiplicity is 1. Its HOMO energy is -0.397 Ha. Its strongest force on any atom is 2.263 eV/A. As for the HOMO-LUMO gap: 11.27 eV. As for the charge: 0.

Each line ends with the Löwdin charge.
Element x y z (Å)
C (0.9088, -0.2042, -2.1211)  -0.070
C (-0.5467, 0.2294, -1.9737)  -0.213
O (-0.7509, 1.3279, -1.0827)  -0.165
O (-0.2837, 0.8581, 0.1837)  -0.176
P (0.1864, 2.0897, 1.1126)  0.309
O (0.5771, 1.5284, 2.3704)  -0.208
O (-1.0584, 3.0483, 1.2343)  -0.061
O (1.4705, 2.8559, 0.4861)  -0.307
P (1.2675, 3.6403, -0.9579)  0.627
O (0.1651, 4.5864, -0.9859)  -0.369
H (0.9517, -1.2839, -2.2369)  0.062
H (1.5387, 0.0334, -1.2650)  0.078
H (1.3804, 0.2383, -2.9995)  0.071
H (-1.1543, -0.6014, -1.6154)  0.110
H (-0.9155, 0.5728, -2.9368)  0.129
H (-1.8523, 2.5650, 0.9585)  0.106
H (1.2135, 2.7006, -2.0059)  0.027
H (2.4825, 4.3392, -1.1116)  0.030
C (-1.5082, -2.6195, 1.6102)  -0.115
C (-0.2856, -2.9396, 2.4366)  -0.110
O (0.6071, -3.4963, 1.4651)  0.070
C (0.2405, -3.0272, 0.2498)  -0.560
O (0.8769, -3.1568, -0.7439)  0.158
O (-0.9503, -2.3782, 0.3160)  0.041
H (-2.0443, -1.7448, 1.9703)  0.133
H (-2.2023, -3.4598, 1.5438)  0.133
H (0.1735, -2.0483, 2.8678)  0.136
H (-0.4878, -3.6538, 3.2310)  0.133

Force components x, y, z for each atom (eV/Å):
C 0.2 0.0 -0.3
C 0.5 -0.5 0.0
O -0.1 0.5 -0.6
O 0.2 0.2 0.2
P 0.1 -0.3 1.1
O 0.7 -0.9 1.5
O 0.2 0.0 -0.9
O -1.4 0.0 -1.8
P 0.8 0.9 -0.2
O -0.9 0.3 0.0
H 0.0 0.0 0.0
H -0.2 0.0 0.2
H -0.1 0.1 0.0
H -0.1 0.0 0.0
H -0.3 0.2 0.1
H 0.0 0.4 0.0
H 0.3 -0.2 0.5
H 0.2 -0.7 0.3
C -0.3 0.1 0.2
C 0.0 0.1 0.4
O -0.2 0.1 -0.1
C 0.1 0.0 0.1
O 0.0 -0.1 -0.1
O 0.1 -0.2 0.1
H 0.1 0.1 -0.2
H 0.0 0.0 0.0
H 0.0 0.0 -0.1
H 0.1 -0.1 -0.1